Entry 1:
Here is a cluster of 3 separate species, C51H58BrIO11SSi in total from the OMol25 dataset. Energies are from wB97M-V/def2-TZVPD.

Atoms and positions in Å:
C -1.015 3.501 -4.580
C -0.185 2.191 -4.730
C 1.302 2.300 -4.263
C 1.576 1.795 -2.820
C 1.118 0.318 -2.539
C 2.294 -0.651 -2.174
C 2.058 -1.539 -0.910
C 2.481 -3.043 -1.132
C 1.281 -4.042 -0.952
C 0.117 -3.568 -1.852
C -0.931 -4.695 -2.162
C -2.102 -4.028 -2.959
C -3.537 -4.289 -2.417
C -3.777 -4.549 -0.897
C -3.175 -3.520 0.084
O -2.059 -3.466 0.388
I -4.492 -2.041 1.058
O -3.864 -5.618 -2.991
S -5.473 -5.690 -3.205
O -5.929 -6.150 -4.480
O -6.242 -6.349 -2.190
O -5.800 -4.099 -2.983
C -4.532 -3.370 -3.208
C -4.423 -3.466 -4.784
C -3.784 -2.221 -5.440
O -3.456 -2.583 -6.791
Si -2.329 -1.527 -7.488
C -3.034 0.220 -7.779
C -1.913 -2.266 -9.190
C -0.700 -1.388 -6.532
C -4.890 -1.974 -2.619
C -3.711 -0.998 -2.467
O -2.813 -1.101 -1.740
Br -3.753 0.641 -3.593
H -1.735 3.426 -3.745
H -1.606 3.722 -5.490
H -0.377 4.385 -4.397
H -0.686 1.349 -4.225
H -0.170 1.941 -5.810
H 1.566 3.378 -4.292
H 1.941 1.811 -5.024
H 2.665 1.903 -2.646
H 1.070 2.477 -2.109
H 0.329 0.371 -1.765
H 0.658 -0.075 -3.470
H 3.187 -0.022 -1.999
H 2.508 -1.253 -3.079
H 2.753 -1.160 -0.133
H 1.050 -1.436 -0.472
H 3.296 -3.301 -0.438
H 2.775 -3.129 -2.196
H 1.602 -5.069 -1.228
H 1.005 -4.088 0.118
H 0.476 -3.176 -2.829
H -0.405 -2.711 -1.383
H -0.397 -5.393 -2.837
H -1.237 -5.224 -1.249
H -2.079 -4.465 -3.976
H -1.872 -2.957 -3.110
H -4.872 -4.556 -0.731
H -3.441 -5.569 -0.638
H -3.847 -4.340 -5.118
H -5.458 -3.548 -5.152
H -4.444 -1.337 -5.455
H -2.837 -1.979 -4.902
H -3.587 0.525 -6.871
H -2.181 0.891 -7.988
H -3.681 0.160 -8.670
H -1.282 -3.172 -9.111
H -2.827 -2.573 -9.735
H -1.354 -1.537 -9.808
H -0.382 -2.403 -6.231
H 0.089 -0.958 -7.181
H -0.828 -0.700 -5.676
H -5.469 -2.135 -1.696
H -5.588 -1.510 -3.342
C -0.620 -5.034 3.483
C -1.301 -4.919 4.691
C -1.070 -3.828 5.515
C -0.151 -2.853 5.136
C 0.545 -2.984 3.933
C 0.296 -4.072 3.108
C 1.564 -1.980 3.531
O 2.166 -2.094 2.480
C 1.839 -0.840 4.444
C 2.829 0.079 4.113
C 3.084 1.154 4.950
C 2.346 1.321 6.117
C 1.361 0.405 6.455
C 1.111 -0.683 5.625
C 0.076 -1.677 6.016
O -0.567 -1.534 7.037
H -0.805 -5.879 2.832
H -2.014 -5.679 4.988
H -1.602 -3.735 6.453
H 0.823 -4.174 2.169
H 3.403 -0.045 3.204
H 3.858 1.867 4.694
H 2.543 2.166 6.765
H 0.792 0.534 7.366
C 7.152 8.260 5.386
C 7.205 6.876 5.250
C 6.116 6.101 5.611
C 4.971 6.704 6.121
C 4.927 8.091 6.279
C 6.017 8.866 5.900
C 3.731 8.748 6.868
O 3.690 9.955 7.002
C 2.589 7.899 7.296
C 1.485 8.490 7.900
C 0.409 7.710 8.292
C 0.426 6.336 8.073
C 1.526 5.741 7.477
C 2.614 6.518 7.095
C 3.802 5.863 6.488
O 3.821 4.662 6.300
H 8.002 8.866 5.095
H 8.098 6.404 4.860
H 6.157 5.025 5.500
H 5.980 9.943 6.009
H 1.467 9.559 8.068
H -0.448 8.172 8.766
H -0.419 5.728 8.373
H 1.538 4.671 7.312

Its SMILES is CCCCCCCCCCCC[C@]1(CC(=O)I)OS(=O)(=O)O[C@@]1(CCO[Si](C)(C)C)CC(=O)Br.O=C1c2ccccc2C(=O)c2ccccc21.O=C1c2ccccc2C(=O)c2ccccc21. As for the spin multiplicity: 1. The calculation puts the HOMO-LUMO gap at 0.3161 Ha. For the electronic energy, the calculation gives -6365.261177 hartree.

***

Entry 2:
Here is a cluster of 11 separate species, C51H61N4O32P in total from the OMol25 dataset. Energies are from wB97M-V/def2-TZVPD.

Atoms and positions in Å:
C -0.551 2.797 6.669
C -0.524 4.090 6.344
C -0.469 4.538 4.929
O -0.360 5.737 4.657
C -0.591 3.461 3.980
C -0.639 2.147 4.333
C -0.507 1.651 5.748
O -0.421 0.476 6.047
O -0.606 1.194 3.347
O -0.579 5.086 7.264
H -0.640 2.601 7.728
H -0.655 3.778 2.949
H -0.758 0.333 3.742
H -0.818 5.873 6.769
C -1.358 3.038 -1.593
C -1.701 2.294 -2.705
C -3.111 2.077 -3.192
O -3.513 1.432 -4.152
C -4.065 2.887 -2.345
C -3.701 3.661 -1.307
C -2.292 3.710 -0.720
O -1.826 4.103 0.390
O -4.625 4.428 -0.643
O -0.714 1.846 -3.582
H -0.329 3.277 -1.369
H -5.124 2.840 -2.556
H -4.157 5.016 -0.046
H -1.101 1.357 -4.312
C 4.514 -1.962 4.410
C 4.029 -1.261 3.343
C 4.332 -1.618 1.960
O 3.831 -1.043 0.967
C 5.155 -2.827 1.842
C 5.737 -3.447 2.864
C 5.340 -3.182 4.215
O 5.559 -3.954 5.186
O 6.692 -4.452 2.760
O 3.198 -0.203 3.469
H 4.277 -1.844 5.457
H 5.540 -2.893 0.835
H 7.046 -4.629 3.635
H 3.255 0.238 2.618
C -3.675 0.643 4.442
C -4.133 1.800 4.903
C -4.571 2.930 4.028
O -4.865 4.059 4.421
C -4.428 2.647 2.628
C -3.960 1.461 2.195
C -3.602 0.304 3.064
O -3.288 -0.829 2.647
O -3.716 1.246 0.846
O -4.321 2.100 6.221
H -3.424 -0.042 5.239
H -4.755 3.392 1.918
H -3.256 0.405 0.784
H -4.659 2.997 6.280
C 3.014 2.585 -3.579
C 3.961 3.549 -3.155
C 5.343 3.472 -3.544
O 6.194 4.255 -3.151
C 5.666 2.468 -4.541
C 4.791 1.427 -4.781
C 3.364 1.379 -4.293
O 2.574 0.488 -4.668
O 5.232 0.347 -5.489
O 3.638 4.730 -2.489
H 1.977 2.732 -3.316
H 6.711 2.316 -4.768
H 4.534 -0.312 -5.474
H 4.392 5.255 -2.210
C -4.273 -1.892 -3.313
C -3.429 -1.726 -4.345
C -3.916 -1.583 -5.799
O -3.237 -1.380 -6.757
C -5.396 -1.912 -5.925
C -6.207 -2.159 -4.854
C -5.765 -2.087 -3.502
O -6.504 -2.217 -2.512
O -7.564 -2.290 -4.933
O -2.170 -1.201 -4.065
H -3.880 -1.974 -2.311
H -5.814 -2.158 -6.890
H -7.942 -2.030 -4.090
H -2.007 -0.641 -4.827
C -1.801 -6.032 1.768
O -1.828 -6.481 0.612
N -2.481 -4.978 2.188
C -2.662 -4.830 3.650
C -3.396 -4.101 1.376
H -1.080 -6.406 2.512
H -3.588 -5.288 3.998
H -2.694 -3.781 3.945
H -1.773 -5.308 4.061
H -4.431 -4.441 1.405
H -3.312 -3.035 1.588
H -3.084 -4.329 0.356
C -1.364 -0.956 -0.743
O -2.378 -0.886 0.001
N -0.217 -0.182 -0.627
C 0.944 -0.332 -1.404
C 0.062 0.746 0.545
H -1.322 -1.786 -1.465
H 1.796 -0.676 -0.818
H 1.234 0.609 -1.871
H 0.826 -1.151 -2.114
H 0.655 0.267 1.324
H 0.591 1.669 0.306
H -0.959 0.937 0.875
C 1.925 6.557 2.492
O 2.244 5.940 3.542
N 1.830 5.980 1.234
C 1.084 6.653 0.122
C 2.051 4.528 1.104
H 1.608 7.611 2.457
H 0.897 7.724 0.201
H 0.141 6.122 -0.009
H 1.658 6.471 -0.787
H 1.186 3.866 1.064
H 2.760 4.466 0.278
H 2.559 4.210 2.014
C -0.429 -2.245 2.798
O -0.675 -1.823 3.942
N 0.415 -3.195 2.475
C 0.743 -3.468 1.095
C 1.261 -3.953 3.470
H -1.042 -1.968 1.927
H 0.710 -4.547 0.938
H 1.704 -2.961 1.013
H 0.191 -2.966 0.300
H 1.273 -5.029 3.292
H 2.289 -3.593 3.424
H 0.995 -3.752 4.508
C 3.411 -3.367 -2.500
O 2.717 -2.767 -3.558
P 2.966 -2.931 -5.105
O 3.915 -1.932 -5.744
O 3.513 -4.467 -5.361
C 3.669 -4.956 -6.681
O 1.416 -2.977 -5.683
C 0.649 -1.787 -5.438
H 4.232 -3.983 -2.869
H 2.722 -3.873 -1.824
H 3.824 -2.511 -1.968
H 2.806 -5.428 -7.151
H 4.562 -5.581 -6.658
H 3.940 -4.207 -7.426
H 0.621 -1.349 -4.441
H -0.369 -1.972 -5.780
H 0.887 -0.995 -6.149

The net charge is -1. As for the spin multiplicity: 2. The calculation puts the HOMO-LUMO gap (spin up / spin down) at 0.0891 / 0.1707 Ha. For the electronic energy, the calculation gives -4948.003946 hartree. As for the expectation value of S²: 0.77.